Molecular formula: C14H16N6O3S
Method: DFT, wB97M-V/def2-TZVPD

Last columns: bonded neighbours and bond lengths (Å).
CARTESIAN COORDINATES (ANGSTROEM)
1 C 2.510 0.051 0.955  N2 1.433, H25 1.089, H26 1.091, H27 1.093
2 N 1.673 -0.619 1.906  C1 1.433, C3 1.363, C6 1.366
3 C 1.157 -0.164 3.083  N2 1.363, N4 1.297, H28 1.070
4 N 0.413 -1.069 3.638  C3 1.297, N5 1.342
5 N 0.413 -2.153 2.848  N4 1.342, C6 1.306
6 C 1.162 -1.883 1.813  N2 1.366, N5 1.306, S7 1.730
7 S 1.470 -2.897 0.445  C6 1.730, C8 1.819
8 C 0.342 -4.287 0.766  S7 1.819, C9 1.517, H29 1.090, H30 1.092
9 C -0.954 -4.010 1.505  C8 1.517, O10 1.206, N11 1.365
10 O -1.381 -4.792 2.319  C9 1.206
11 N -1.678 -2.915 1.133  C9 1.365, N12 1.336, H31 1.024
12 N -1.219 -1.998 0.277  N11 1.336, C13 1.273
13 C -1.771 -0.854 0.202  N12 1.273, C14 1.445, H32 1.096
14 C -1.257 0.158 -0.692  C13 1.445, C15 1.394, C24 1.400
15 C -1.809 1.438 -0.700  C14 1.394, C16 1.382, H33 1.080
16 C -1.314 2.427 -1.529  C15 1.382, C17 1.391, H34 1.079
17 C -0.250 2.146 -2.379  C16 1.391, O18 1.365, C23 1.398
18 O 0.320 3.040 -3.238  C17 1.365, C19 1.410
19 C -0.288 4.302 -3.394  O18 1.410, C20 1.534, H35 1.095, H36 1.096
20 C -0.095 5.236 -2.192  C19 1.534, N21 1.347, O22 1.208
21 N 1.042 4.998 -1.509  C20 1.347, H37 1.005, H38 1.006
22 O -0.886 6.104 -1.909  C20 1.208
23 C 0.315 0.866 -2.374  C17 1.398, C24 1.375, H39 1.079
24 C -0.182 -0.112 -1.546  C14 1.400, C23 1.375, H40 1.078
25 H 2.882 0.973 1.398  C1 1.089
26 H 3.350 -0.592 0.686  C1 1.091
27 H 1.941 0.281 0.051  C1 1.093
28 H 1.351 0.809 3.483  C3 1.070
29 H 0.885 -5.042 1.334  C8 1.090
30 H 0.104 -4.677 -0.226  C8 1.092
31 H -2.488 -2.706 1.723  N11 1.024
32 H -2.632 -0.588 0.827  C13 1.096
33 H -2.636 1.667 -0.043  C15 1.080
34 H -1.759 3.409 -1.499  C16 1.079
35 H 0.208 4.759 -4.257  C19 1.095
36 H -1.357 4.217 -3.615  C19 1.096
37 H 1.677 4.276 -1.804  N21 1.005
38 H 1.276 5.574 -0.719  N21 1.006
39 H 1.140 0.668 -3.041  C23 1.079
40 H 0.246 -1.102 -1.544  C24 1.078

## Properties
* molar mass: 348.39 u
* LUMO level: 0.3 eV
* SMILES: Cn1cnnc1SCC(=O)N/N=C/c1ccc(OCC(N)=O)cc1
* relative energy (zero: lowest compared OMol25 entry of this formula, charge and spin): 0.000 eV
* calculated total energy: -1495.517199 hartree
* spin multiplicity: 1
* Kohn-Sham gap: 8.584 eV

Molecular formula: C14H16O
Method: DFT, wB97M-V/def2-TZVPD

Last columns: bonded neighbours and bond lengths (Å).
CARTESIAN COORDINATES (ANGSTROEM)
1 C 1.665 1.804 -2.059  C2 1.487, H9 1.093, H10 1.081, H11 1.090
2 C 2.185 0.604 -1.353  C1 1.487, C3 1.400, C8 1.396
3 C 1.351 -0.501 -1.144  C2 1.400, C4 1.376, H12 1.103
4 C 1.721 -1.597 -0.398  C3 1.376, C5 1.405, H13 1.088
5 C 3.007 -1.612 0.167  C4 1.405, O6 1.360, C7 1.392
6 O 3.627 -2.770 0.520  C5 1.360, H14 0.953
7 C 3.774 -0.451 0.213  C5 1.392, C8 1.406, H15 1.073
8 C 3.381 0.601 -0.632  C2 1.396, C7 1.406, H16 1.092
9 H 0.993 1.572 -2.888  C1 1.093
10 H 2.492 2.428 -2.372  C1 1.081
11 H 1.033 2.351 -1.360  C1 1.090
12 H 0.404 -0.517 -1.710  C3 1.103
13 H 1.038 -2.443 -0.441  C4 1.088
14 H 3.029 -3.481 0.734  O6 0.953
15 H 4.617 -0.313 0.864  C7 1.073
16 H 4.005 1.488 -0.758  C8 1.092
17 C -2.446 -1.542 -0.482  C18 1.477, H24 1.077, H25 1.092, H26 1.104
18 C -2.535 -0.323 0.348  C17 1.477, C19 1.423, C23 1.364
19 C -3.786 0.270 0.679  C18 1.423, C20 1.354, H27 1.081
20 C -3.839 1.292 1.566  C19 1.354, C21 1.418, H28 1.090
21 C -2.689 1.687 2.295  C20 1.418, C22 1.384, H29 1.072
22 C -1.441 1.286 1.851  C21 1.384, C23 1.425, H30 1.070
23 C -1.425 0.161 0.976  C18 1.364, C22 1.425, H31 1.106
24 H -1.691 -1.544 -1.251  C17 1.077
25 H -3.400 -1.812 -0.941  C17 1.092
26 H -2.269 -2.489 0.055  C17 1.104
27 H -4.559 -0.039 -0.011  C19 1.081
28 H -4.690 1.965 1.665  C20 1.090
29 H -2.668 2.457 3.042  C21 1.072
30 H -0.472 1.620 2.158  C22 1.070
31 H -0.411 -0.152 0.667  C23 1.106

## Properties
* molar mass: 200.28 u
* LUMO level: 0.8 eV
* SMILES: Cc1ccc(O)cc1.Cc1ccccc1
* relative energy (zero: lowest compared OMol25 entry of this formula, charge and spin): 1.242 eV
* calculated total energy: -618.270365 hartree
* spin multiplicity: 1
* Kohn-Sham gap: 9.087 eV

Molecular formula: C14H16O
Method: DFT, wB97M-V/def2-TZVPD

Last columns: bonded neighbours and bond lengths (Å).
CARTESIAN COORDINATES (ANGSTROEM)
1 C 1.567 1.259 4.480  C2 1.508, H9 1.094, H10 1.088, H11 1.093
2 C 1.824 1.187 2.995  C1 1.508, C3 1.371, C8 1.402
3 C 1.379 2.132 2.107  C2 1.371, C4 1.407, H12 1.082
4 C 1.482 1.908 0.721  C3 1.407, C5 1.372, H13 1.084
5 C 2.019 0.733 0.259  C4 1.372, O6 1.398, C7 1.389
6 O 1.885 0.363 -1.083  C5 1.398, H14 0.957
7 C 2.490 -0.235 1.136  C5 1.389, C8 1.378, H15 1.082
8 C 2.372 0.000 2.489  C2 1.402, C7 1.378, H16 1.080
9 H 0.953 2.129 4.730  C1 1.094
10 H 2.458 1.272 5.103  C1 1.088
11 H 0.916 0.432 4.771  C1 1.093
12 H 1.012 3.111 2.383  C3 1.082
13 H 1.034 2.694 0.123  C4 1.084
14 H 1.896 1.195 -1.556  O6 0.957
15 H 2.932 -1.156 0.780  C7 1.082
16 H 2.698 -0.774 3.168  C8 1.080
17 C -1.987 -0.352 -4.195  C18 1.498, H24 1.092, H25 1.089, H26 1.095
18 C -2.138 -0.775 -2.767  C17 1.498, C19 1.399, C23 1.385
19 C -1.080 -0.564 -1.878  C18 1.399, C20 1.382, H27 1.082
20 C -1.158 -0.982 -0.563  C19 1.382, C21 1.386, H28 1.083
21 C -2.321 -1.598 -0.132  C20 1.386, C22 1.380, H29 1.090
22 C -3.388 -1.826 -0.978  C21 1.380, C23 1.397, H30 1.083
23 C -3.217 -1.528 -2.332  C18 1.385, C22 1.397, H31 1.083
24 H -2.745 -0.766 -4.863  C17 1.092
25 H -1.045 -0.647 -4.658  C17 1.089
26 H -2.098 0.731 -4.315  C17 1.095
27 H -0.171 -0.112 -2.253  C19 1.082
28 H -0.323 -0.917 0.124  C20 1.083
29 H -2.449 -1.735 0.942  C21 1.090
30 H -4.355 -2.177 -0.639  C22 1.083
31 H -4.056 -1.641 -3.007  C23 1.083

## Properties
* molar mass: 200.28 u
* LUMO level: 0.8 eV
* SMILES: Cc1ccc(O)cc1.Cc1ccccc1
* relative energy (zero: lowest compared OMol25 entry of this formula, charge and spin): 0.536 eV
* calculated total energy: -618.296302 hartree
* spin multiplicity: 1
* Kohn-Sham gap: 9.470 eV

Molecular formula: C14H16O
Method: DFT, wB97M-V/def2-TZVPD

Last columns: bonded neighbours and bond lengths (Å).
CARTESIAN COORDINATES (ANGSTROEM)
1 C -0.823 1.335 -3.797  C2 1.460, H9 1.196, H10 1.085, H11 1.121
2 C -0.914 1.617 -2.368  C1 1.460, C3 1.406, C8 1.411
3 C 0.281 1.547 -1.632  C2 1.406, C4 1.362, H12 1.105
4 C 0.313 1.858 -0.306  C3 1.362, C5 1.375, H13 1.093
5 C -0.851 2.135 0.371  C4 1.375, O6 1.413, C7 1.385
6 O -0.956 2.219 1.778  C5 1.413, H14 0.961
7 C -2.076 2.030 -0.266  C5 1.385, C8 1.453, H15 1.098
8 C -2.043 2.151 -1.713  C2 1.411, C7 1.453, H16 1.102
9 H -1.832 0.816 -4.176  C1 1.196
10 H -0.152 0.621 -4.265  C1 1.085
11 H -0.528 2.119 -4.542  C1 1.121
12 H 1.152 1.041 -2.088  C3 1.105
13 H 1.269 1.617 0.165  C4 1.093
14 H -0.103 2.291 2.214  O6 0.961
15 H -2.980 2.340 0.276  C7 1.098
16 H -3.033 2.122 -2.196  C8 1.102
17 C -0.866 -3.444 0.385  C18 1.495, H24 1.116, H25 1.092, H26 1.076
18 C 0.324 -2.599 0.704  C17 1.495, C19 1.395, C23 1.427
19 C 1.662 -2.849 0.397  C18 1.395, C20 1.408, H27 1.079
20 C 2.719 -2.268 1.123  C19 1.408, C21 1.381, H28 1.085
21 C 2.454 -1.168 1.916  C20 1.381, C22 1.403, H29 1.069
22 C 1.126 -0.748 2.086  C21 1.403, C23 1.371, H30 1.089
23 C 0.100 -1.528 1.620  C18 1.427, C22 1.371, H31 1.092
24 H -0.569 -4.168 -0.410  C17 1.116
25 H -1.598 -2.765 -0.060  C17 1.092
26 H -1.288 -3.744 1.328  C17 1.076
27 H 1.959 -3.727 -0.156  C19 1.079
28 H 3.678 -2.777 1.122  C20 1.085
29 H 3.095 -0.684 2.621  C21 1.069
30 H 0.917 0.134 2.690  C22 1.089
31 H -0.917 -1.512 2.016  C23 1.092

## Properties
* molar mass: 200.28 u
* LUMO level: 0.8 eV
* SMILES: Cc1ccc(O)cc1.Cc1ccccc1
* relative energy (zero: lowest compared OMol25 entry of this formula, charge and spin): 2.269 eV
* calculated total energy: -618.232597 hartree
* spin multiplicity: 1
* Kohn-Sham gap: 9.161 eV

Molecular formula: C14H16O
Method: DFT, wB97M-V/def2-TZVPD

Last columns: bonded neighbours and bond lengths (Å).
CARTESIAN COORDINATES (ANGSTROEM)
1 C -0.194 4.052 -2.018  C5 1.454, H13 1.092, H14 1.140, H16 1.070
2 C -1.515 2.711 1.245  C3 1.401, C4 1.373, H9 1.069
3 C -0.990 3.559 0.261  C2 1.401, C5 1.441, H10 1.083
4 C -1.366 1.356 1.076  C2 1.373, C6 1.417, O8 1.327
5 C -0.547 3.059 -1.017  C1 1.454, C3 1.441, C7 1.395
6 C -0.944 0.811 -0.162  C4 1.417, C7 1.381, H12 1.101
7 C -0.562 1.672 -1.172  C5 1.395, C6 1.381, H15 1.080
8 O -1.767 0.476 1.985  C4 1.327, H11 0.970
9 H -1.560 3.196 2.196  C2 1.069
10 H -0.882 4.606 0.514  C3 1.083
11 H -2.260 0.927 2.687  O8 0.970
12 H -0.702 -0.255 -0.296  C6 1.101
13 H 0.411 4.878 -1.637  C1 1.092
14 H -1.177 4.532 -2.337  C1 1.140
15 H -0.219 1.307 -2.129  C7 1.080
16 H 0.141 3.780 -2.997  C1 1.070
17 C 1.135 -3.122 -2.368  C19 1.534, H26 1.140, H27 1.097, H31 1.104
18 C 0.537 -3.701 -0.012  C19 1.404, C20 1.377, H24 1.071
19 C 1.138 -2.772 -0.875  C17 1.534, C18 1.404, C22 1.394
20 C 0.467 -3.354 1.319  C18 1.377, C21 1.416, H25 1.094
21 C 0.916 -2.083 1.753  C20 1.416, C23 1.413, H28 1.081
22 C 1.936 -1.735 -0.392  C19 1.394, C23 1.399, H29 1.069
23 C 1.787 -1.327 0.937  C21 1.413, C22 1.399, H30 1.054
24 H 0.102 -4.561 -0.481  C18 1.071
25 H 0.129 -4.051 2.092  C20 1.094
26 H 1.850 -3.976 -2.609  C17 1.140
27 H 1.430 -2.270 -2.995  C17 1.097
28 H 0.660 -1.795 2.763  C21 1.081
29 H 2.486 -1.101 -1.055  C22 1.069
30 H 2.293 -0.536 1.416  C23 1.054
31 H 0.212 -3.652 -2.661  C17 1.104

## Properties
* molar mass: 200.28 u
* LUMO level (spin up / spin down): -3.8 / -7.5 eV
* relative energy (zero: lowest compared OMol25 entry of this formula, charge and spin): 1.504 eV
* calculated total energy: -617.980581 hartree
* spin multiplicity: 2
* charge: +1
* Kohn-Sham gap (spin up / spin down): 7.546 / 3.885 eV

Molecular formula: C14H16O
Method: DFT, wB97M-V/def2-TZVPD

Last columns: bonded neighbours and bond lengths (Å).
CARTESIAN COORDINATES (ANGSTROEM)
1 C 0.569 -2.416 -4.421  C5 1.489, H13 1.087, H14 1.091, H16 1.097
2 C -0.010 -0.541 -1.195  C3 1.349, C4 1.421, H9 1.085
3 C -0.284 -0.915 -2.462  C2 1.349, C5 1.432, H10 1.080
4 C 1.262 -0.718 -0.585  C2 1.421, C6 1.412, O8 1.308
5 C 0.741 -1.610 -3.180  C1 1.489, C3 1.432, C7 1.436
6 C 2.357 -1.010 -1.427  C4 1.412, C7 1.387, H12 1.078
7 C 2.080 -1.574 -2.663  C5 1.436, C6 1.387, H15 1.079
8 O 1.418 -0.462 0.688  C4 1.308, H11 0.980
9 H -0.820 -0.091 -0.631  C2 1.085
10 H -1.249 -0.713 -2.903  C3 1.080
11 H 0.689 0.100 1.025  O8 0.980
12 H 3.382 -0.934 -1.103  C6 1.078
13 H 1.408 -2.284 -5.100  C1 1.087
14 H -0.413 -2.177 -4.830  C1 1.091
15 H 2.917 -2.021 -3.177  C7 1.079
16 H 0.578 -3.487 -4.183  C1 1.097
17 C -1.177 -0.801 2.350  C19 1.489, H26 1.084, H27 1.093, H31 1.098
18 C -1.721 1.461 1.531  C19 1.420, C20 1.394, H24 1.081
19 C -1.021 0.675 2.483  C17 1.489, C18 1.420, C21 1.379
20 C -1.559 2.844 1.474  C18 1.394, C22 1.388, H25 1.082
21 C -0.267 1.334 3.431  C19 1.379, C23 1.386, H28 1.085
22 C -0.722 3.462 2.392  C20 1.388, C23 1.379, H29 1.082
23 C -0.078 2.704 3.348  C21 1.386, C22 1.379, H30 1.084
24 H -2.327 0.981 0.776  C18 1.081
25 H -2.113 3.392 0.723  C20 1.082
26 H -0.246 -1.259 2.037  C17 1.084
27 H -2.007 -1.134 1.722  C17 1.093
28 H 0.196 0.749 4.219  C21 1.085
29 H -0.667 4.543 2.403  C22 1.082
30 H 0.569 3.259 4.018  C23 1.084
31 H -1.486 -1.360 3.243  C17 1.098

## Properties
* molar mass: 200.28 u
* LUMO level (spin up / spin down): -3.7 / -7.2 eV
* relative energy (zero: lowest compared OMol25 entry of this formula, charge and spin): 0.810 eV
* calculated total energy: -618.006097 hartree
* spin multiplicity: 2
* charge: +1
* Kohn-Sham gap (spin up / spin down): 8.447 / 4.881 eV